No. 1
11
Properties=species:S:1:pos:R:3:forces:R:3:mulliken_charge:R:1 method="wB97M-V/def2-TZVPD" e_lumo_ev=1.238 smiles="C=CCN" e_homo_ev=-9.2 homo_lumo_gap_ev=10.5 multiplicity=1
C -1.8421 0.0306 -0.1948 0.7 0.7 -0.3 -0.73
C -0.6567 -0.3521 0.2701 -0.7 1.6 -0.7 -0.12
C 0.5475 0.5360 0.1887 -0.1 -0.3 1.4 -0.31
N 1.6443 -0.3077 -0.1568 3.1 -0.4 -1.1 -0.60
H -2.0143 1.0170 -0.6658 0.3 -0.6 0.3 0.22
H -2.6830 -0.6038 -0.1608 -0.9 -0.7 0.2 0.28
H -0.4827 -1.2921 0.7498 0.0 -0.5 0.1 0.35
H 0.7481 0.8624 1.2387 -0.1 0.1 -0.7 0.21
H 0.4201 1.4130 -0.4435 -0.3 0.1 -0.1 0.29
H 1.6333 -0.7043 -1.1141 -0.4 0.5 0.8 0.21
H 2.5764 0.1741 -0.0910 -1.4 -0.6 0.0 0.21

=====

No. 2
117
Properties=species:S:1:pos:R:3:forces:R:3:mulliken_charge:R:1 method="wB97M-V/def2-TZVPD" e_lumo_ev=0.170 smiles="CCOS(C)(=O)=O.CCOS(C)(=O)=O.CCOS(C)(=O)=O.CCOS(C)(=O)=O.CCOS(C)(=O)=O.CCOS(C)(=O)=O.CCOS(C)(=O)=O.Fc1ccccc1" e_homo_ev=-9.0 homo_lumo_gap_ev=9.2 multiplicity=1
C 6.3188 -15.4975 -51.9255 -0.2 0.3 0.7 -1.29
C 6.4337 -16.9202 -51.4322 0.4 -0.9 -1.8 -0.07
O 5.2158 -17.3309 -50.7870 0.3 1.2 -0.1 -0.26
S 5.1883 -18.6859 -50.0041 1.4 0.4 -0.1 1.24
C 6.2005 -18.2635 -48.6305 1.1 -1.9 -1.3 -0.75
O 3.8493 -18.8387 -49.6494 -2.3 -0.4 0.9 -0.61
O 5.8557 -19.6848 -50.7598 0.5 -0.6 -0.4 -0.65
H 7.1948 -15.2351 -52.5140 0.1 -0.1 0.0 0.38
H 6.2609 -14.8079 -51.0759 0.0 0.0 -0.2 0.31
H 5.4343 -15.3404 -52.5403 0.0 -0.2 0.0 0.32
H 6.5373 -17.5995 -52.2966 0.0 0.3 0.2 0.26
H 7.3568 -17.0853 -50.8619 -0.5 0.2 0.4 0.30
H 5.7702 -17.4487 -48.0946 0.1 0.3 0.6 0.30
H 7.1734 -18.1403 -49.1215 -0.1 0.9 0.4 0.40
H 6.4225 -19.2227 -48.1512 -0.7 0.3 0.7 0.10
C -1.4137 -24.0406 -45.2219 1.7 0.3 0.0 -1.21
C -0.4985 -24.4980 -44.0961 -0.8 -0.3 0.1 -0.15
O 0.6376 -25.1433 -44.7203 -1.0 0.5 0.2 -0.18
S 1.8010 -25.6374 -43.7836 0.5 2.2 -1.4 1.15
C 2.5578 -24.0928 -43.4177 0.3 -0.6 -0.1 -0.53
O 1.2940 -26.2580 -42.6540 -1.4 -1.3 2.9 -0.65
O 2.6227 -26.3166 -44.6755 2.0 -1.6 -1.7 -0.60
H -0.9713 -23.1246 -45.6216 -0.5 0.2 -0.1 0.29
H -2.4165 -23.8977 -44.8583 -0.4 0.0 -0.2 0.38
H -1.2984 -24.7670 -46.0226 -0.6 -0.2 0.0 0.29
H -0.1674 -23.6719 -43.4588 0.0 0.0 -0.2 0.28
H -1.0515 -25.2037 -43.4646 0.5 -0.1 0.0 0.30
H 2.7554 -23.7178 -44.4077 -0.3 0.8 -0.2 0.31
H 3.5411 -24.2213 -42.9742 -0.2 -0.2 0.4 0.02
H 1.8715 -23.5477 -42.7898 0.1 0.6 0.0 0.30
C 14.1597 -22.8814 -47.9119 1.6 0.8 -1.4 -1.36
C 13.2363 -23.8017 -47.3007 -1.2 -1.7 2.1 -0.12
O 12.2552 -23.0391 -46.5000 0.4 -0.1 -0.4 -0.29
S 10.9164 -23.7950 -46.1223 0.6 -0.6 -0.8 1.29
C 11.5436 -25.0678 -45.0629 -0.8 0.5 -0.5 -0.93
O 10.1285 -22.8907 -45.3771 -0.4 0.8 0.9 -0.60
O 10.3615 -24.3289 -47.3233 -0.1 -0.6 -0.3 -0.68
H 14.8672 -23.4731 -48.5062 -0.2 0.1 -0.2 0.40
H 14.8046 -22.3551 -47.2119 -0.3 0.2 0.2 0.31
H 13.6534 -22.1876 -48.5752 0.0 0.2 0.0 0.34
H 12.7256 -24.5018 -47.9664 -0.2 0.6 -0.3 0.41
H 13.7540 -24.4714 -46.5924 0.0 0.4 -0.1 0.24
H 12.2809 -25.6621 -45.5802 0.2 0.0 0.0 0.42
H 10.6922 -25.6868 -44.8080 0.0 -0.1 0.2 0.22
H 11.8927 -24.5010 -44.2153 0.3 -0.3 0.4 0.36
C 5.1294 -25.5762 -50.5977 0.4 -0.3 0.9 -1.12
C 4.3146 -25.7273 -49.2914 0.4 0.6 -1.1 -0.19
O 3.7072 -27.0338 -49.1543 0.6 0.3 0.3 -0.36
S 2.3453 -27.3317 -49.8762 0.3 1.5 0.7 1.26
C 1.2510 -26.3669 -48.8850 -0.1 0.2 -0.8 -0.93
O 2.4132 -26.7956 -51.1885 -0.3 0.3 -0.9 -0.63
O 2.0840 -28.6885 -49.6457 -0.3 -1.7 0.1 -0.61
H 4.5608 -25.8460 -51.4766 -0.2 0.0 0.0 0.41
H 6.0312 -26.1945 -50.5599 -0.1 0.0 0.0 0.25
H 5.4542 -24.5365 -50.6842 -0.1 -0.1 -0.1 0.34
H 4.9409 -25.6124 -48.4096 0.0 -0.2 0.0 0.38
H 3.6010 -24.8847 -49.2864 -0.2 -0.7 0.2 0.20
H 1.3869 -26.6497 -47.8521 -0.2 -0.1 0.2 0.28
H 0.2630 -26.5622 -49.2956 -0.2 -0.1 0.3 0.43
H 1.4673 -25.3159 -49.0504 0.1 0.1 0.1 0.32
C 3.7280 -14.2899 -43.8086 -0.1 -0.5 1.3 -1.13
C 2.5695 -15.2345 -44.0809 -1.5 1.1 -0.4 -0.24
O 2.3187 -16.1276 -42.9574 0.5 0.5 -0.6 -0.34
S 1.9782 -17.6395 -43.2496 2.5 0.3 0.2 1.16
C 3.5728 -18.2833 -43.7168 -1.1 -0.4 1.0 -0.89
O 1.6573 -18.1346 -41.9645 -0.7 -0.6 0.8 -0.58
O 1.1480 -17.7648 -44.3807 -1.3 0.0 -0.8 -0.62
H 4.6899 -14.7427 -44.0448 0.0 0.2 -0.2 0.28
H 3.7492 -14.0690 -42.7297 0.0 -0.2 -0.2 0.29
H 3.5863 -13.3036 -44.2372 0.1 -0.2 -0.6 0.36
H 1.6254 -14.6708 -44.1560 0.4 0.1 0.1 0.33
H 2.6065 -15.7212 -45.0632 0.4 -0.5 0.5 0.36
H 4.2928 -17.9809 -42.9671 0.2 0.2 -0.1 0.41
H 3.7549 -17.9800 -44.7297 0.4 -0.1 -0.4 0.42
H 3.4059 -19.3523 -43.5788 0.3 -0.1 -0.5 0.17
C 6.7504 -23.8693 -41.3702 0.1 -0.6 -0.3 -0.68
C 8.2045 -24.0495 -41.7561 0.5 2.4 0.7 -0.36
O 8.3518 -25.3497 -42.3072 -0.4 0.1 -0.4 -0.20
S 9.6473 -26.1830 -42.0470 -0.6 0.9 1.1 1.18
C 9.3332 -26.5850 -40.3650 1.2 -1.2 -0.3 -1.07
O 9.5321 -27.3435 -42.8380 0.1 -0.8 -0.7 -0.62
O 10.7582 -25.3028 -42.1639 0.8 0.1 0.2 -0.60
H 6.1598 -24.4042 -42.1189 -0.2 0.4 0.0 0.20
H 6.4668 -22.8289 -41.3231 0.0 0.2 -0.2 0.15
H 6.4999 -24.3183 -40.4085 0.2 0.0 0.0 0.32
H 8.5915 -23.2659 -42.4358 -0.7 -0.7 -0.6 0.22
H 8.8600 -23.7420 -40.9093 -0.1 -1.4 0.0 0.37
H 8.4840 -27.2580 -40.3718 -0.4 0.3 0.2 0.35
H 9.2795 -25.6954 -39.7602 -0.3 0.1 0.2 0.34
H 10.1837 -27.2057 -40.0679 0.0 0.2 0.2 0.43
C 6.0613 -19.4994 -37.5754 0.2 -0.4 0.6 -1.25
C 5.6168 -20.7027 -38.3500 -0.8 -0.6 0.4 -0.21
O 5.0354 -20.2498 -39.5928 1.0 0.2 -0.4 -0.23
S 4.0846 -21.2645 -40.3470 -0.6 2.3 0.3 0.91
C 2.6072 -20.5611 -39.7001 -0.6 -0.6 0.5 -1.05
O 4.1681 -20.9801 -41.7287 0.1 0.1 -1.1 -0.26
O 4.3806 -22.5461 -39.8600 -0.1 -2.1 0.6 -0.61
H 6.8403 -18.9414 -38.0860 -0.2 0.3 -0.2 0.31
H 6.4970 -19.8240 -36.6251 0.0 -0.1 -0.1 0.39
H 5.1854 -18.9156 -37.2992 0.2 0.4 -0.3 0.29
H 6.3677 -21.4727 -38.5202 0.3 0.3 -0.3 0.28
H 4.8148 -21.2287 -37.8180 0.2 0.1 0.2 0.38
H 2.6013 -20.7973 -38.6352 0.1 0.2 0.0 0.35
H 1.6839 -20.9588 -40.1109 0.2 -0.1 -0.4 0.40
H 2.6595 -19.4924 -39.8636 0.0 0.1 -0.1 0.35
F 3.9237 -20.1920 -46.6069 -2.1 2.0 0.3 -0.40
C 4.8505 -21.0731 -46.7784 2.0 -0.8 0.8 0.14
C 4.8665 -21.8313 -47.9016 -0.8 -1.5 -1.0 -0.46
C 5.7989 -22.8539 -48.0303 0.6 0.8 0.1 -0.33
C 6.8170 -22.9756 -47.0906 0.0 -0.6 -0.7 -1.03
C 6.8124 -22.1666 -45.9760 -0.6 -0.5 0.7 -0.23
C 5.8098 -21.2219 -45.7924 0.9 0.1 0.1 -0.33
H 4.0488 -21.7783 -48.6160 0.2 0.3 0.0 0.57
H 5.7555 -23.4782 -48.9029 0.1 -0.1 -0.1 0.69
H 7.6054 -23.7093 -47.2234 -0.1 0.0 0.1 0.48
H 7.4513 -22.4441 -45.1454 0.4 0.5 -0.2 0.35
H 5.8810 -20.5785 -44.9211 -0.5 -0.1 0.0 0.52

=====

No. 3
149
Properties=species:S:1:pos:R:3:forces:R:3:mulliken_charge:R:1 method="wB97M-V/def2-TZVPD" e_lumo_ev=-3.996 e_homo_ev=-11.6 homo_lumo_gap_ev=7.7 charge=+1 multiplicity=1
C 6.5733 -5.1663 3.0438 0.4 0.1 -0.2 -0.71
O 5.7851 -3.9811 2.8621 -0.4 -0.4 0.4 -0.69
B 4.6098 -3.9222 2.1969 0.0 0.0 -0.6 0.86
O 4.4871 -4.0831 0.8387 0.3 0.5 0.1 -0.71
C 3.2221 -3.5977 2.9838 0.0 -0.1 0.0 -0.36
P 3.7637 -2.8418 4.6375 0.1 0.4 -0.1 0.24
S 4.8118 -1.2354 4.6139 0.0 0.0 0.2 -0.27
N 2.3474 -2.6309 2.2149 -0.8 -0.1 0.3 0.26
C 2.8386 -1.5634 1.2671 0.1 0.2 -0.2 -0.87
O 3.7806 -0.7438 1.8355 -0.5 -0.1 -0.7 -0.01
O 3.1050 0.5124 2.0953 0.0 -1.5 -0.2 -0.36
C 1.0882 -2.8917 2.3848 0.8 -0.2 0.0 -0.13
Br -0.3127 -1.9884 1.6103 -0.1 0.1 0.0 -0.02
C 0.8238 -4.1123 3.2133 0.0 0.2 -0.1 -0.02
C 0.1463 -3.7472 4.5742 0.0 0.3 -0.2 -0.99
C -1.0130 -4.7022 4.7596 0.2 1.7 0.1 0.37
O -0.9150 -5.8592 4.6410 0.2 -2.0 -0.2 -0.41
Cl -2.5463 -3.9253 5.0473 -0.3 0.2 0.2 -0.15
C 2.2174 -4.8233 3.1317 -0.1 0.2 0.0 1.49
C 2.1823 -5.6947 1.8452 -0.1 0.0 -0.2 -1.50
C 3.2958 -6.7445 1.6567 0.0 -0.2 0.0 -0.57
N 3.5263 -7.1518 0.2805 0.0 0.2 -0.1 -0.67
P 2.5250 -5.9556 4.5514 -0.1 0.3 0.4 0.37
O 2.2748 -5.3860 5.8985 0.1 -0.1 -0.3 -0.75
H 6.1708 -5.7634 3.8701 0.0 0.1 -0.2 0.28
H 7.5865 -4.8510 3.3029 -0.2 0.0 -0.1 0.25
H 6.6103 -5.7615 2.1235 0.0 0.1 0.2 0.33
H 5.3212 -3.9143 0.3702 -0.1 -0.4 0.0 0.18
H 4.3612 -3.9714 5.2102 -0.1 -0.1 0.0 0.13
H 2.5527 -2.7439 5.3249 -0.1 -0.1 0.0 -0.01
H 3.2570 -2.0844 0.3998 0.0 -0.1 0.3 0.38
H 1.9575 -0.9928 0.9734 0.2 -0.1 0.0 0.48
H 3.5984 0.8548 2.8747 -0.2 -0.2 -0.4 0.39
H 0.0825 -4.7010 2.6564 0.3 0.0 0.1 1.00
H 0.8339 -3.8958 5.4097 -0.1 -0.1 -0.1 0.42
H -0.2120 -2.7142 4.5833 0.1 -0.2 -0.1 0.63
H 1.2133 -6.2163 1.8487 0.2 0.0 -0.1 0.66
H 2.1871 -5.0350 0.9649 0.0 -0.1 0.2 0.36
H 3.0419 -7.6516 2.2266 0.1 0.2 0.0 0.44
H 4.2538 -6.3819 2.0520 -0.2 -0.1 0.0 0.01
H 4.0372 -6.4328 -0.2229 -0.1 0.0 0.0 0.22
H 2.6535 -7.3021 -0.2180 0.1 -0.1 0.1 0.29
H 3.8525 -6.3558 4.3142 0.0 -0.1 0.0 0.06
H 1.7584 -7.0738 4.1946 0.0 0.0 0.0 0.15
C -3.2790 -6.6349 2.1220 -0.1 0.1 0.1 -0.83
C -3.8598 -7.0514 0.7893 0.1 0.0 -0.1 -0.42
O -5.2367 -6.6639 0.6622 0.0 0.1 0.0 -0.35
C -5.4407 -5.3701 0.4039 0.0 0.0 0.0 0.78
O -4.5798 -4.5316 0.2753 0.0 0.0 0.0 -0.58
O -6.7479 -5.1654 0.3080 0.1 0.0 0.0 -0.33
C -7.1352 -3.8064 0.0679 -0.1 0.1 0.0 -0.63
H -3.8678 -7.0367 2.9469 0.0 0.0 0.0 0.31
H -2.2571 -7.0049 2.2228 0.0 0.0 0.0 0.31
H -3.2697 -5.5482 2.2063 0.0 0.0 0.0 0.25
H -3.8672 -8.1340 0.6808 -0.1 0.0 0.0 0.33
H -3.2945 -6.6246 -0.0398 0.0 0.0 0.0 0.32
H -6.6147 -3.4045 -0.7984 0.0 0.0 0.0 0.29
H -6.9236 -3.1920 0.9413 0.0 0.0 0.0 0.30
H -8.2043 -3.8338 -0.1157 0.0 0.0 0.0 0.25
C -9.0492 1.6387 -3.4021 0.1 0.0 0.1 -0.96
C -9.7604 0.6769 -2.4796 -0.1 0.0 -0.1 -0.26
O -8.8921 0.2354 -1.4126 0.0 0.0 0.1 -0.31
C -8.7395 1.1009 -0.4127 0.0 0.0 0.0 0.71
O -9.2867 2.1662 -0.2951 0.1 -0.1 0.0 -0.56
O -7.8665 0.5812 0.4589 0.0 0.0 0.0 -0.26
C -7.5742 1.4303 1.5738 0.0 0.0 0.1 -0.67
H -8.1290 1.1923 -3.7806 0.0 0.0 -0.1 0.14
H -9.6848 1.8877 -4.2517 0.0 0.0 0.0 0.40
H -8.7961 2.5616 -2.8813 0.0 0.0 0.0 0.32
H -10.0338 -0.2393 -2.9991 0.0 0.0 0.0 0.31
H -10.6608 1.1143 -2.0504 0.0 0.0 0.0 0.33
H -8.4897 1.7457 2.0693 0.0 0.0 0.0 0.31
H -7.0181 2.3081 1.2478 0.0 0.0 0.0 0.30
H -6.9683 0.8294 2.2459 0.0 0.0 0.0 0.20
C 5.0291 2.9520 6.1167 0.1 -0.1 -0.1 -1.10
C 3.5445 3.0425 5.8542 0.0 -0.2 0.3 -0.19
O 3.2498 3.9484 4.7683 0.1 -0.2 -0.3 -0.31
C 3.4377 3.4479 3.5542 -0.2 0.4 0.2 0.74
O 3.7775 2.3114 3.2947 0.4 1.5 0.8 -0.73
O 3.1731 4.3905 2.6607 0.1 -0.2 0.2 -0.23
C 3.3692 4.0152 1.2900 0.0 0.0 -0.1 -0.65
H 5.4643 3.9199 6.3635 -0.1 0.0 0.0 0.33
H 5.2109 2.2759 6.9526 0.0 0.0 0.0 0.36
H 5.5375 2.5500 5.2406 0.1 0.0 0.0 0.27
H 3.0108 3.4386 6.7151 0.0 0.1 -0.1 0.34
H 3.1225 2.0700 5.6012 0.1 0.0 0.1 0.25
H 2.8108 3.1108 1.0564 0.0 0.0 0.0 0.25
H 4.4275 3.8572 1.0908 0.0 0.0 0.0 0.32
H 2.9984 4.8510 0.7059 0.0 0.0 0.0 0.22
C -4.8023 2.8245 -9.1217 0.0 -0.1 0.1 -1.02
C -5.7335 3.5989 -8.2171 0.0 0.1 -0.1 -0.21
O -6.1544 2.8141 -7.0804 0.1 0.0 0.1 -0.35
C -5.2641 2.7116 -6.1008 0.0 0.1 0.0 0.75
O -4.1722 3.2233 -6.0695 -0.1 -0.1 0.0 -0.59
O -5.7811 1.9480 -5.1347 0.0 0.0 -0.1 -0.27
C -4.9082 1.7279 -4.0234 -0.1 0.0 0.1 -0.63
H -5.2645 1.8871 -9.4325 0.0 0.0 0.0 0.32
H -4.5827 3.4147 -10.0117 0.0 0.0 0.0 0.36
H -3.8642 2.6015 -8.6151 0.0 0.0 0.0 0.22
H -6.6625 3.8454 -8.7265 0.0 0.0 0.0 0.28
H -5.2744 4.5209 -7.8622 0.0 0.0 0.0 0.32
H -4.5448 2.6734 -3.6261 0.0 0.0 0.0 0.34
H -4.0633 1.1085 -4.3218 0.0 0.0 0.0 0.31
H -5.5089 1.2102 -3.2805 0.0 0.0 0.0 0.12
C 4.4561 -5.9655 -5.8512 0.1 0.1 0.0 -1.13
C 3.8758 -6.0094 -4.4574 -0.1 -0.1 0.0 -0.21
O 4.7273 -5.3353 -3.5013 0.0 0.1 0.0 -0.34
C 4.6523 -4.0087 -3.5059 0.0 0.0 0.1 0.78
O 3.9129 -3.3269 -4.1653 0.1 -0.1 0.0 -0.55
O 5.5366 -3.5417 -2.6096 0.0 0.0 0.1 -0.32
C 5.6127 -2.1111 -2.5514 0.0 0.0 0.1 -0.73
H 5.4660 -6.3757 -5.8562 0.0 0.0 0.0 0.30
H 3.8376 -6.5608 -6.5229 0.0 0.0 0.0 0.36
H 4.4896 -4.9448 -6.2292 0.0 0.0 0.0 0.32
H 3.8184 -7.0300 -4.0846 0.0 0.0 0.0 0.30
H 2.8816 -5.5646 -4.4203 0.0 0.0 0.0 0.33
H 4.6230 -1.6789 -2.4135 0.0 0.0 0.0 0.31
H 6.0570 -1.7129 -3.4613 0.0 0.0 0.0 0.37
H 6.2496 -1.8828 -1.7007 0.0 0.0 0.0 0.23
C 2.6337 7.9453 3.4700 0.1 0.1 0.0 -1.15
C 2.2579 7.2573 4.7633 -0.1 -0.1 -0.1 0.34
O 2.8908 7.8732 5.9024 0.0 0.1 0.0 -0.35
C 2.3289 9.0064 6.3238 0.0 0.0 0.0 0.79
O 1.3414 9.5236 5.8663 0.1 0.0 0.0 -0.56
O 3.0433 9.4698 7.3499 0.0 0.0 -0.1 -0.35
C 2.5718 10.7099 7.8903 0.0 0.0 0.0 -0.63
H 3.7183 7.9730 3.3561 0.0 0.0 0.0 0.28
H 2.2110 7.3945 2.6287 0.0 0.0 0.0 0.28
H 2.2529 8.9650 3.4434 0.0 0.0 0.0 0.41
H 2.6179 6.2325 4.7799 0.0 0.0 0.0 -0.17
H 1.1780 7.2575 4.9116 0.0 0.1 0.0 0.35
H 1.5180 10.6394 8.1509 0.0 0.0 0.0 0.30
H 2.7145 11.5148 7.1712 0.0 0.0 0.0 0.29
H 3.1724 10.8870 8.7770 0.0 0.0 0.0 0.22
C -0.8514 3.9415 -6.3559 0.0 0.1 0.1 -1.03
C -0.5324 4.5603 -7.6977 0.1 -0.1 -0.1 -0.25
O -1.0203 5.9116 -7.7975 0.0 0.1 0.0 -0.34
C -0.2801 6.8331 -7.1846 0.0 0.0 0.0 0.78
O 0.7530 6.6415 -6.5931 -0.1 0.0 0.0 -0.56
O -0.8739 8.0171 -7.3424 0.0 -0.1 0.0 -0.33
C -0.1997 9.1102 -6.7108 0.0 0.0 0.0 -0.63
H -1.9202 3.9969 -6.1549 0.0 -0.1 0.0 0.25
H -0.5550 2.8912 -6.3581 0.0 0.0 0.0 0.35
H -0.3131 4.4507 -5.5571 0.0 0.0 0.0 0.38
H -1.0448 4.0341 -8.5015 0.0 0.0 0.0 0.29
H 0.5375 4.5513 -7.9055 0.0 0.1 0.0 0.34
H 0.8409 9.1536 -7.0255 0.0 0.0 0.0 0.30
H -0.2474 9.0102 -5.6275 0.0 0.0 0.0 0.28
H -0.7306 10.0018 -7.0296 0.0 0.0 0.0 0.22

=====

No. 4
37
Properties=species:S:1:pos:R:3:forces:R:3:mulliken_charge:R:1 method="wB97M-V/def2-TZVPD" e_lumo_ev=-2.673 e_homo_ev=-14.1 homo_lumo_gap_ev=11.4 charge=+1 multiplicity=1
O -1.2825 -3.4368 1.5513 1.2 0.9 0.4 -0.61
H -1.1533 1.3407 -3.7792 0.0 2.6 -1.4 0.32
H -2.1173 1.6613 -1.9592 0.7 0.8 -1.6 0.20
O 0.4096 3.7299 -1.6796 -0.3 -2.8 1.1 -0.61
H 1.1248 3.0559 -1.7419 -0.6 1.1 -0.1 0.31
H 1.4081 -2.1680 2.4321 -0.8 -0.7 1.4 0.40
O 3.7012 0.8587 0.2208 0.9 -0.7 -1.2 -0.60
H 2.0499 -1.2409 -4.0722 -0.5 0.9 0.3 0.33
O -1.8984 3.2701 1.2708 3.2 -1.3 1.3 -0.62
H 4.1154 1.6927 0.0181 -0.3 1.4 0.8 0.29
H -2.2213 3.4648 2.1433 -1.2 0.4 -0.4 0.30
O 0.3448 0.1016 2.3774 -2.0 0.9 -2.9 -0.56
H 0.1919 -1.1118 2.5329 0.5 -0.6 1.0 0.45
H -0.1324 0.5364 3.1018 0.0 0.2 -0.2 0.39
O -1.2091 0.4495 -3.9727 0.4 -4.2 1.8 -0.67
H -2.5063 -1.0951 0.0234 -0.5 1.1 0.2 0.31
H -1.3279 -0.1248 -4.7301 -0.2 1.6 -0.6 0.32
O 0.5000 -2.2551 2.9546 0.6 0.5 -2.7 -0.63
H 4.2372 0.4116 -0.4656 -0.7 -0.8 0.4 0.32
H -1.5488 -4.3223 1.3706 -0.9 -0.6 -0.5 0.29
O -2.4431 1.3465 -1.1514 -1.1 -1.1 1.2 -0.51
H -2.0469 1.8554 -0.4555 0.6 0.2 0.4 0.31
H 0.6625 4.4986 -2.1303 0.8 1.5 -1.0 0.30
O 1.7618 -0.3977 -3.6621 2.3 -1.0 0.3 -0.60
H 0.0049 -2.9331 2.3687 0.0 0.9 1.2 0.46
H 0.8524 -0.2773 -3.8209 -2.0 0.1 -0.5 0.32
O 2.7313 -2.0068 1.7371 -1.5 -1.4 0.7 -0.57
H 3.4864 -2.5566 1.6398 1.1 -0.5 -0.1 0.29
H 2.8618 -1.1470 1.4226 0.8 2.2 -0.9 0.31
O -2.8888 -0.5530 0.7419 2.3 -3.0 1.5 -0.61
H -2.3619 3.3505 0.4777 -2.1 1.0 -0.8 0.31
H -1.7987 -2.7175 1.1775 -0.6 -0.5 -0.1 0.32
O 0.1866 -1.1437 0.0405 -0.5 1.8 -1.5 -0.46
H -0.1259 0.3796 1.4442 1.5 -1.1 3.1 0.39
H 0.2478 -0.9197 -0.9289 0.1 -0.7 1.4 0.25
H -3.4364 0.0872 0.3835 -1.6 1.8 -1.5 0.28
H 0.4236 -2.0416 0.1933 0.4 -1.2 -0.3 0.26